# 1
ORCA calculation (the ωB97M-V functional and the def2-TZVPD basis) on a structure of composition C12H32ClO8PReSSi.

Properties
- HOMO energy (alpha / beta) (eV) = -15.242 / -15.236
- expectation value of S² = 0.794
- gap between HOMO and LUMO (alpha / beta) (eV) = 6.925 / 7.407

```
! wB97M-V def2-TZVPD RIJCOSX def2/J DEFGRID3
* xyz 2 2
Re 0.519 0.643 1.570
O -1.708 -1.548 -0.768
Cl -0.704 -0.583 -0.767
O -0.106 -0.393 -2.013
O 0.320 -0.993 0.185
O -1.208 0.651 -0.252
C -3.538 -1.053 1.704
S -2.169 -0.904 2.883
C -3.141 -0.182 4.240
O -1.396 0.365 2.414
H -4.308 -1.686 2.134
H -3.176 -1.507 0.784
H -3.943 -0.070 1.483
H -3.808 -0.946 4.626
H -3.720 0.661 3.879
H -2.469 0.139 5.028
C 5.722 0.235 -1.834
C 4.441 0.815 -2.403
O 3.543 1.226 -1.367
P 2.230 0.439 -0.902
O 1.256 1.737 -0.714
C 0.907 2.512 -1.885
C -0.332 3.345 -1.615
O 2.506 0.501 0.788
C 3.482 -0.415 1.321
C 2.845 -1.600 2.034
H 6.448 0.130 -2.635
H 5.549 -0.745 -1.394
H 6.133 0.903 -1.082
H 3.948 0.101 -3.067
H 4.648 1.725 -2.971
H 0.720 1.826 -2.715
H 1.766 3.141 -2.132
H -1.179 2.694 -1.414
H -0.544 3.953 -2.489
H -0.177 3.997 -0.761
H 4.104 0.177 2.002
H 4.101 -0.756 0.487
H 2.348 -1.282 2.953
H 3.615 -2.325 2.286
H 2.122 -2.097 1.389
C 1.728 4.547 1.365
Si 0.518 4.212 2.771
C 1.075 4.710 4.504
C -1.300 3.861 2.420
C 1.049 1.583 3.211
H 2.711 4.839 1.729
H 1.379 5.360 0.729
H 1.849 3.663 0.740
H 1.061 5.795 4.596
H 2.095 4.390 4.712
H 0.434 4.312 5.288
H -1.930 4.256 3.216
H -1.479 2.787 2.329
H -1.616 4.325 1.488
H 0.475 1.656 4.135
H 2.075 1.881 3.423
*
```

# 2
ORCA calculation (the ωB97M-V functional and the def2-TZVPD basis) on a structure of composition C12H32CuF4N2O20S8.

Properties
- HOMO energy (alpha / beta) (eV) = -9.507 / -9.507
- expectation value of S² = 0.762
- energy relative to the best compared isomer or geometry (same formula, charge and spin) (kcal/mol) = 286.6
- gap between HOMO and LUMO (alpha / beta) (eV) = 6.116 / 2.759

```
! wB97M-V def2-TZVPD RIJCOSX def2/J DEFGRID3
* xyz 0 2
Cu 0.362 0.797 -0.115
N -0.587 -0.294 2.481
S -0.423 -0.008 3.981
O -0.028 -0.962 4.989
O -1.104 1.141 4.516
F 1.023 0.697 3.733
S -1.971 -1.268 2.771
O -3.308 -0.642 2.966
O -1.748 -2.587 3.389
F -2.182 -1.628 1.208
N 1.539 1.864 -2.748
S 0.967 1.795 -4.358
O 1.641 0.885 -5.308
O 0.299 2.994 -4.931
F -0.289 0.896 -3.948
S 2.812 2.522 -3.363
O 2.778 3.822 -3.908
O 3.919 1.654 -3.678
F 3.335 2.886 -1.922
O 0.238 4.184 1.246
S 0.213 5.553 1.806
O 0.278 6.705 0.889
O -1.087 5.604 2.827
C -1.598 6.928 3.171
C -2.903 7.263 2.451
C 1.578 5.785 3.034
H -0.831 7.698 3.088
H -1.769 6.864 4.246
H -2.649 7.230 1.391
H -3.248 8.295 2.506
H -3.766 6.612 2.591
H 1.345 5.107 3.855
H 1.443 6.802 3.403
H 2.599 5.771 2.653
O -2.972 1.581 -0.850
S -4.146 2.284 -1.458
O -4.017 3.578 -2.190
O -5.035 1.160 -2.346
C -5.226 -0.201 -1.906
C -4.335 -1.180 -2.571
C -5.361 2.598 -0.098
H -6.262 -0.441 -2.146
H -5.190 -0.203 -0.817
H -4.472 -1.175 -3.652
H -4.473 -2.195 -2.200
H -3.272 -0.954 -2.485
H -5.120 1.959 0.752
H -6.400 2.580 -0.430
H -5.201 3.659 0.094
O 5.734 -1.629 0.077
S 4.613 -1.705 1.006
O 3.410 -0.819 0.880
O 4.138 -3.279 0.937
C 5.078 -4.348 1.148
C 4.222 -5.660 1.062
C 5.110 -1.629 2.773
H 5.543 -4.295 2.133
H 5.853 -4.189 0.398
H 3.320 -5.556 1.665
H 4.824 -6.477 1.460
H 3.892 -5.982 0.075
H 4.187 -1.671 3.351
H 5.696 -0.736 2.991
H 5.788 -2.456 2.984
O -0.441 -3.651 -3.757
S 0.585 -3.669 -2.690
O 0.574 -2.687 -1.574
O 0.568 -5.199 -2.064
C -0.547 -5.519 -1.203
C -1.357 -6.639 -1.945
C 2.223 -3.748 -3.541
H -1.155 -4.643 -0.980
H -0.236 -5.894 -0.227
H -2.069 -7.065 -1.237
H -0.744 -7.478 -2.275
H -1.825 -6.305 -2.871
H 2.982 -3.276 -2.917
H 2.169 -3.056 -4.381
H 2.469 -4.752 -3.887
*
```

| no. | total energy (eV) |
| --- | --- |
| 1 | -71971.5133 |
| 2 | -199069.0010 |